Density functional theory data (wB97M-V/def2-TZVPD) for C17H28O7S as an isolated structure at a distorted geometry.

Each line ends with the Löwdin charge.
Atoms and positions in Å:
C (-2.666, 0.008, -2.533)  0.007
C (-2.368, -1.251, -3.091)  -0.081
C (-3.226, -2.560, -2.925)  -0.211
O (-2.742, -3.380, -4.061)  -0.206
S (-1.698, -4.487, -3.421)  0.700
O (-0.456, -3.745, -3.350)  -0.240
O (-1.653, -5.801, -4.010)  -0.234
O (-2.410, -4.772, -1.942)  -0.146
C (-3.032, -3.484, -1.653)  -0.232
C (-2.672, -2.817, -0.254)  -0.111
O (-1.591, -3.436, 0.441)  -0.058
C (-0.353, -2.915, 0.069)  -0.232
C (0.723, -3.770, -0.460)  -0.012
C (2.021, -3.237, -0.893)  -0.076
C (2.287, -1.806, -0.804)  -0.089
C (1.259, -0.931, -0.247)  -0.071
C (-0.018, -1.477, 0.176)  -0.010
H (-3.052, 0.883, -3.114)  0.065
H (-2.484, 0.168, -1.435)  0.047
H (-1.424, -1.342, -3.689)  0.122
H (-4.304, -2.429, -3.213)  0.167
H (-4.097, -3.823, -1.461)  0.152
H (-2.538, -1.720, -0.442)  0.098
H (-3.571, -2.904, 0.421)  0.144
H (0.583, -4.878, -0.551)  0.116
H (2.795, -3.941, -1.288)  0.102
H (3.256, -1.366, -1.152)  0.095
H (1.403, 0.171, -0.118)  0.091
H (-0.834, -0.839, 0.612)  0.102
C (0.507, 3.371, 0.556)  -0.062
C (-0.528, 2.726, -0.353)  -0.499
C (-1.468, 3.763, -0.947)  -0.061
O (-1.283, 1.769, 0.390)  -0.074
H (0.024, 3.880, 1.397)  0.087
H (1.168, 2.614, 0.984)  0.049
H (1.114, 4.097, 0.010)  0.085
H (-0.023, 2.186, -1.157)  0.135
H (-2.019, 4.286, -0.158)  0.082
H (-2.212, 3.285, -1.588)  0.069
H (-0.921, 4.501, -1.537)  0.082
H (-1.735, 2.235, 1.105)  0.092
C (3.599, 3.976, 3.372)  -0.061
C (2.794, 2.739, 3.739)  -0.495
C (3.521, 1.893, 4.772)  -0.064
O (2.556, 1.960, 2.567)  -0.078
H (4.563, 3.697, 2.935)  0.083
H (3.071, 4.569, 2.622)  0.074
H (3.782, 4.603, 4.247)  0.081
H (1.819, 3.039, 4.130)  0.139
H (4.482, 1.544, 4.382)  0.082
H (2.937, 1.003, 5.018)  0.081
H (3.702, 2.457, 5.689)  0.080
H (3.412, 1.689, 2.212)  0.094

Computed properties:
2S+1   1
HOMO   -8.13 eV
LUMO   -0.7 eV
Kohn-Sham gap   7.5 eV
Max |F|   4.28 eV/A

---

Density functional theory data (wB97M-V/def2-TZVPD) for C17H29AsCl2CoN3OTe as an isolated structure at a distorted geometry.

Each line ends with the Löwdin spin population.
Atoms and positions in Å:
Co (0.807, 1.278, -0.758)  2.555
Cl (3.257, 1.498, -1.847)  0.031
C (2.910, 3.214, -2.073)  0.004
Cl (1.176, 3.435, -1.852)  0.034
H (3.181, 3.495, -3.088)  0.001
H (3.454, 3.793, -1.325)  0.001
Te (2.218, 1.548, 1.322)  0.167
C (1.304, 1.310, 3.230)  0.022
C (0.332, 2.187, 3.692)  0.008
C (-0.137, 2.093, 4.989)  -0.001
C (0.347, 1.108, 5.834)  0.007
C (1.303, 0.217, 5.375)  0.000
C (1.777, 0.319, 4.081)  0.009
H (-0.031, 2.969, 3.038)  0.000
H (-0.873, 2.799, 5.348)  0.000
H (-0.008, 1.041, 6.850)  0.000
H (1.689, -0.551, 6.026)  0.000
H (2.530, -0.368, 3.725)  0.001
C (-4.957, 1.525, -0.918)  0.000
N (-3.538, 1.435, -1.150)  0.001
C (-2.955, 1.042, -2.412)  0.000
C (-1.474, 1.065, -2.071)  0.003
O (-0.532, 0.830, -2.805)  0.031
N (-1.338, 1.397, -0.763)  0.025
C (-2.557, 1.568, -0.246)  0.004
N (-2.761, 1.817, 1.042)  0.000
H (-5.457, 1.673, -1.872)  0.000
H (-5.188, 2.382, -0.286)  0.000
H (-5.350, 0.618, -0.452)  0.000
H (-3.183, 1.749, -3.212)  0.000
H (-3.274, 0.043, -2.729)  0.000
H (-1.971, 1.880, 1.663)  0.000
H (-3.683, 2.009, 1.392)  0.000
C (-1.032, -1.906, 0.466)  0.000
C (-0.495, -2.169, -0.937)  0.010
As (1.113, -1.089, -1.277)  0.057
C (2.492, -1.977, -0.163)  0.008
C (2.607, -3.491, -0.222)  0.002
C (1.633, -1.550, -3.129)  0.013
C (1.102, -2.883, -3.644)  0.004
H (-1.999, -2.388, 0.609)  0.000
H (-1.144, -0.831, 0.627)  0.000
H (-0.344, -2.291, 1.219)  0.000
H (-1.230, -1.867, -1.690)  0.000
H (-0.289, -3.233, -1.074)  0.002
H (2.279, -1.670, 0.867)  0.001
H (3.449, -1.521, -0.445)  0.000
H (1.665, -3.967, 0.041)  0.000
H (3.359, -3.825, 0.491)  0.001
H (2.912, -3.830, -1.210)  0.000
H (2.728, -1.534, -3.163)  0.000
H (1.266, -0.741, -3.768)  0.000
H (1.383, -3.704, -2.984)  0.000
H (1.514, -3.088, -4.632)  0.001
H (0.014, -2.861, -3.733)  0.000

Computed properties:
2S+1   4
⟨S²⟩   3.763
HOMO (alpha / beta)   -9.69 / -9.87 eV
Charge   +1
ΔE to the lowest compared entry with this formula, charge and spin   93.54 kJ/mol
LUMO (alpha / beta)   -2.3 / -2.8 eV
Kohn-Sham gap (alpha / beta)   7.4 / 7.0 eV
Max |F|   1.27 eV/A

---

Density functional theory data (wB97M-V/def2-TZVPD) for a 2-piece molecular cluster, C17H29Br2F3O5S overall at a distorted geometry.

Each line ends with the Löwdin charge.
Atoms and positions in Å:
C (-1.163, 1.463, 3.882)  -0.081
O (-2.483, 0.965, 3.585)  -0.177
C (-2.624, 0.473, 2.261)  -0.230
C (-1.467, -0.417, 1.824)  -0.182
C (-1.978, -1.650, 1.081)  -0.212
C (-0.818, -2.564, 0.707)  -0.219
C (0.108, -2.058, -0.404)  -0.304
S (-0.829, -1.476, -1.840)  1.203
C (0.105, -1.868, -3.348)  -0.317
C (1.624, -1.623, -3.338)  -0.164
C (2.015, -0.166, -3.666)  -0.158
O (2.047, 0.760, -2.585)  -0.009
C (3.006, 0.539, -1.669)  -0.558
C (2.911, 1.420, -0.475)  0.048
O (3.873, -0.254, -1.806)  0.143
C (-0.951, 0.331, -1.760)  -0.338
C (-2.380, 0.818, -1.642)  -0.212
C (-2.483, 2.301, -1.919)  -0.852
F (-3.684, 2.686, -1.505)  0.002
Br (-2.298, 2.619, -3.830)  0.864
C (-1.407, 3.136, -1.170)  -1.008
F (-1.169, 2.643, 0.015)  0.087
F (-0.295, 3.198, -1.826)  0.059
Br (-2.063, 4.958, -0.891)  0.847
H (-0.580, 0.655, 4.358)  0.064
H (-0.648, 1.873, 3.020)  0.083
H (-1.279, 2.240, 4.628)  0.079
H (-2.823, 1.283, 1.553)  0.101
H (-3.530, -0.133, 2.261)  0.117
H (-0.823, 0.153, 1.171)  0.089
H (-0.911, -0.796, 2.661)  0.100
H (-2.636, -1.400, 0.249)  0.089
H (-2.571, -2.202, 1.801)  0.123
H (-1.225, -3.528, 0.410)  0.111
H (-0.240, -2.732, 1.601)  0.119
H (0.686, -2.903, -0.759)  0.101
H (0.810, -1.320, -0.041)  0.086
H (-0.049, -2.933, -3.453)  0.091
H (-0.385, -1.412, -4.196)  0.099
H (2.029, -1.948, -2.393)  0.101
H (2.060, -2.219, -4.127)  0.125
H (2.917, -0.126, -4.255)  0.129
H (1.226, 0.200, -4.314)  0.119
H (2.032, 2.053, -0.542)  0.072
H (2.825, 0.846, 0.434)  0.089
H (3.769, 2.072, -0.476)  0.097
H (-0.509, 0.683, -2.680)  0.060
H (-0.331, 0.703, -0.960)  0.086
H (-2.710, 0.664, -0.625)  0.103
H (-3.039, 0.282, -2.312)  0.121
C (3.229, -0.922, 4.129)  -0.043
C (1.792, -0.865, 3.586)  -0.782
O (1.661, -0.990, 2.347)  -0.088
O (0.916, -0.705, 4.432)  -0.055
H (3.954, -1.067, 3.328)  0.053
H (3.464, 0.008, 4.648)  0.063
H (3.322, -1.746, 4.837)  0.062

Computed properties:
2S+1   1
HOMO   -7.19 eV
ΔE to the lowest compared entry with this formula, charge and spin   0.00 kJ/mol
LUMO   -0.5 eV
Kohn-Sham gap   6.6 eV
Max |F|   2.70 eV/A

---

Density functional theory data (wB97M-V/def2-TZVPD) for a 3-piece molecular cluster, C17H29Br2F6N3O5P overall at a distorted geometry.

Each line ends with the Löwdin charge.
Atoms and positions in Å:
C (-3.956, 1.023, 2.183)  0.067
C (-2.866, 0.671, 1.453)  -0.228
N (-1.700, 1.547, 1.331)  -0.136
P (-0.875, 1.091, -0.161)  0.754
O (-0.213, 2.241, -0.792)  -0.381
C (-0.852, 1.245, 2.402)  -0.377
N (-0.915, -0.060, 2.935)  0.154
N (-0.070, 2.173, 2.834)  0.011
C (0.862, 1.978, 3.941)  -0.131
C (2.343, 2.042, 3.503)  -0.230
C (2.574, 1.420, 2.131)  -0.560
Br (2.518, -0.533, 2.212)  0.736
C (-0.053, 3.505, 2.199)  -0.181
C (-0.840, 4.543, 3.020)  -0.673
C (-1.355, 5.584, 2.017)  -0.141
Br (0.368, 5.520, 4.228)  0.754
H (-4.609, 1.854, 1.932)  0.074
H (-4.251, 0.407, 3.027)  0.072
H (-2.870, -0.301, 0.968)  0.094
H (-0.001, 0.040, 0.194)  0.032
H (-1.885, 0.538, -0.973)  0.056
H (0.037, -0.392, 3.113)  0.031
H (-1.324, 0.034, 3.867)  0.131
H (0.671, 2.777, 4.656)  0.095
H (0.705, 1.051, 4.479)  0.120
H (3.010, 1.646, 4.262)  0.122
H (2.595, 3.100, 3.383)  0.105
H (3.541, 1.747, 1.765)  0.076
H (1.850, 1.737, 1.387)  0.037
H (-0.394, 3.467, 1.171)  0.093
H (0.968, 3.875, 2.161)  0.111
H (-1.652, 4.088, 3.578)  0.100
H (-1.701, 6.466, 2.545)  0.071
H (-2.096, 5.159, 1.343)  0.089
H (-0.499, 5.895, 1.416)  0.086
C (2.239, -6.157, -0.748)  -0.050
C (1.949, -4.851, -1.458)  -0.189
O (0.621, -4.381, -1.139)  0.048
C (0.485, -3.782, 0.027)  -0.406
O (1.349, -3.596, 0.837)  0.131
C (-0.967, -3.315, 0.206)  -0.528
F (-1.842, -4.262, -0.132)  0.185
F (-1.220, -2.232, -0.566)  0.118
F (-1.212, -2.964, 1.473)  0.150
H (1.472, -6.895, -0.983)  0.088
H (3.210, -6.546, -1.052)  0.088
H (2.243, -6.027, 0.334)  0.077
H (1.970, -5.003, -2.527)  0.102
H (2.691, -4.089, -1.220)  0.132
C (-0.346, 1.094, -4.892)  -0.057
C (-0.886, 0.005, -5.790)  -0.188
O (0.042, -1.091, -5.892)  0.041
C (0.050, -1.959, -4.892)  -0.394
O (-0.637, -1.921, -3.910)  0.159
C (1.061, -3.070, -5.204)  -0.523
F (2.223, -2.566, -5.640)  0.172
F (0.591, -3.880, -6.161)  0.177
F (1.329, -3.834, -4.135)  0.145
H (0.636, 1.420, -5.236)  0.088
H (-1.018, 1.951, -4.883)  0.086
H (-0.228, 0.741, -3.871)  0.060
H (-1.012, 0.384, -6.802)  0.129
H (-1.858, -0.356, -5.454)  0.127

Computed properties:
2S+1   1
HOMO   -12.12 eV
Charge   +1
LUMO   -4.0 eV
Kohn-Sham gap   8.1 eV
Max |F|   2.48 eV/A

---

no.,energy (eV)
1,-43243.616
2,-155416.191
3,-187407.042
4,-198477.995